No. 1
{
  "formula": "C12H15N6NiPSe2Te2",
  "method": "wB97M-V/def2-TZVPD",
  "symbols": ["Ni", "C", "N", "C", "C", "N", "C", "P", "C", "N", "C", "C", "N", "C", "C", "N", "C", "C", "N", "C", "H", "H", "H", "H", "H", "H", "H", "H", "H", "H", "H", "H", "H", "H", "H", "Se", "Te", "Te", "Se"],
  "positions_angstrom": [[0.29298, 0.36275, 2.33747], [-2.48657, 1.83156, -2.15033], [-2.04483, 1.82347, -0.77023], [-2.58755, 2.58482, 0.22416], [-1.94879, 2.22653, 1.37617], [-1.03432, 1.25785, 1.10118], [-1.10332, 1.02391, -0.20384], [-0.09888, -0.17140, -1.15313], [1.54722, 0.37684, -0.60341], [1.84601, 0.60681, 0.65044], [3.14488, 0.99692, 0.68179], [3.64487, 1.00610, -0.59640], [2.62460, 0.61112, -1.41276], [2.70333, 0.48029, -2.85244], [-0.35349, -1.52758, 0.04064], [-0.25669, -1.42578, 1.35496], [-0.52397, -2.65538, 1.86630], [-0.79346, -3.52168, 0.84415], [-0.68131, -2.80120, -0.31083], [-0.95933, -3.31027, -1.63833], [-2.86572, 2.82139, -2.39254], [-3.27892, 1.09894, -2.30815], [-1.65872, 1.60213, -2.81660], [-3.36465, 3.30252, 0.03118], [-2.07872, 2.59706, 2.37724], [3.63482, 1.24973, 1.60851], [4.61578, 1.25406, -0.98795], [3.70811, 0.74746, -3.16865], [1.99576, 1.14604, -3.34550], [2.50167, -0.54368, -3.16508], [-0.49648, -2.83755, 2.92663], [-1.04862, -4.56644, 0.83947], [-0.73211, -4.37339, -1.66235], [-0.34151, -2.80482, -2.37663], [-2.00835, -3.16531, -1.89919], [-0.69332, -0.71908, 4.91515], [1.66110, -0.80426, 4.13624], [0.77047, 2.55193, 3.67307], [-1.25197, 1.66759, 4.82961]],
  "lumo_energy_ev": [0.02, 0.06],
  "relative_energy_kj_mol": 52.2,
  "homo_energy_ev": [-5.795, -5.761],
  "fmax_ev_per_a": 0.6,
  "orbital_gap_ha": [0.2139, 0.2138],
  "e_tot_ha": -7983.4204
}

No. 2
{
  "formula": "C12H16AuClLa",
  "method": "wB97M-V/def2-TZVPD",
  "symbols": ["La", "Cl", "C", "C", "H", "H", "H", "H", "H", "H", "Au", "C", "C", "H", "H", "H", "H", "H", "C", "C", "C", "C", "C", "C", "C", "C", "H", "H", "H", "H", "H"],
  "positions_angstrom": [[0.79161, -0.07144, -4.10101], [1.78026, -2.08337, -2.87537], [2.71129, 1.43831, -4.49739], [-0.68319, -1.20235, -5.75782], [2.84909, 1.87205, -5.48844], [2.84619, 2.25338, -3.76725], [3.55725, 0.74928, -4.33191], [-0.67764, -0.85510, -6.79285], [-1.73892, -1.33270, -5.46375], [-0.24904, -2.21793, -5.76031], [-0.23250, 0.75198, -1.08197], [-1.67424, -1.05305, 0.18221], [-0.79804, 1.54689, -2.85523], [-2.23111, -0.43451, -0.54867], [-1.30182, -1.90480, -0.39615], [-2.37389, -1.32168, 0.97499], [-1.89476, 1.36531, -2.96264], [-0.70663, 2.65399, -2.72925], [-0.50139, -0.25943, 0.76582], [0.02240, -0.10781, 1.92202], [0.06139, -0.02401, 3.37508], [-1.03561, 0.52024, 4.12445], [-0.99813, 0.64299, 5.51028], [0.07592, 0.11793, 6.23760], [1.08283, -0.55658, 5.53773], [1.11627, -0.56966, 4.15459], [-1.93400, 0.81554, 3.56116], [-1.80402, 1.14437, 6.01768], [0.13206, 0.24234, 7.32714], [1.86990, -1.06486, 6.09772], [1.93847, -1.05529, 3.62151]],
  "lumo_energy_ev": [2.60, 1.27],
  "relative_energy_kj_mol": 104.0,
  "charge": -1,
  "homo_energy_ev": [-2.991, -4.825],
  "fmax_ev_per_a": 3.0,
  "spin_multiplicity": 3,
  "orbital_gap_ha": [0.2054, 0.2240],
  "e_tot_ha": -1094.1803
}

No. 3
{
  "formula": "C12H16Cl2FN2O",
  "method": "wB97M-V/def2-TZVPD",
  "symbols": ["C", "C", "C", "N", "C", "C", "O", "C", "C", "H", "H", "H", "H", "H", "H", "H", "H", "H", "H", "H", "H", "H", "Cl", "C", "N", "F", "C", "Cl", "C", "C", "C", "H", "H", "H"],
  "positions_angstrom": [[-3.14060, -3.49384, 1.44537], [-1.69942, -2.99824, 1.47232], [-0.90716, -3.01105, 2.67963], [0.37629, -2.80085, 2.67268], [0.90569, -2.46660, 3.97901], [2.28880, -1.86590, 3.85570], [3.08196, -2.63279, 2.93969], [2.59545, -2.51169, 1.59846], [1.18945, -3.09931, 1.45423], [-3.43780, -3.49998, 0.38574], [-3.27797, -4.47826, 1.89816], [-3.79469, -2.81288, 1.99328], [-1.15687, -3.58274, 0.69933], [-1.43503, -2.87171, 3.62883], [0.20114, -1.74624, 4.42039], [0.93415, -3.39451, 4.59272], [2.19289, -0.80760, 3.53502], [2.76661, -1.98707, 4.83532], [2.58799, -1.45156, 1.25310], [3.28531, -3.13392, 1.00654], [1.27280, -4.21009, 1.33352], [0.70150, -2.65999, 0.55518], [0.17476, 0.56215, -0.97790], [-0.74961, 0.17530, -2.37915], [-1.24699, -1.06221, -2.48825], [-1.80995, -1.64676, 1.08394], [-2.14300, -1.26645, -3.45451], [-3.02865, -2.72699, -3.40104], [-2.40663, -0.34712, -4.47386], [-1.78682, 0.89597, -4.43390], [-0.97506, 1.18987, -3.33071], [-3.11171, -0.66520, -5.22249], [-1.90730, 1.61891, -5.23660], [-0.51083, 2.15558, -3.12832]],
  "lumo_energy_ev": -5.11,
  "relative_energy_kj_mol": 0.0,
  "charge": 1,
  "homo_energy_ev": -11.619,
  "fmax_ev_per_a": 3.6,
  "orbital_gap_ha": 0.2394,
  "e_tot_ha": -1671.5677
}

No. 4
{
  "formula": "C12H16Cu2F3N2O3",
  "method": "wB97M-V/def2-TZVPD",
  "symbols": ["Cu", "Cu", "O", "H", "N", "C", "C", "C", "C", "H", "H", "H", "H", "H", "N", "C", "C", "C", "C", "H", "H", "H", "H", "H", "C", "C", "O", "C", "O", "C", "F", "F", "F", "H", "H", "H", "H", "H"],
  "positions_angstrom": [[9.46014, -6.90578, -16.15206], [10.67285, -4.32780, -14.83938], [11.04172, -6.61118, -14.67833], [11.62161, -7.01253, -14.00218], [13.14117, -8.50523, -14.32955], [13.39576, -9.77501, -13.88366], [14.79853, -9.86342, -13.71589], [15.32854, -8.70903, -14.14889], [14.29056, -7.76148, -14.33697], [12.22715, -8.14586, -14.56518], [12.58661, -10.43883, -13.61720], [15.27578, -10.75124, -13.32806], [16.37683, -8.55011, -14.35437], [14.34208, -6.77039, -14.76297], [10.00258, -7.02678, -12.07401], [10.83394, -7.30700, -11.03115], [10.23688, -7.03611, -9.79297], [8.91777, -6.63033, -10.13162], [8.84007, -6.67602, -11.50125], [10.20336, -7.08381, -13.06221], [11.82097, -7.66559, -11.28332], [10.77227, -7.30596, -8.89467], [8.13399, -6.34259, -9.44656], [8.02560, -6.59535, -12.20590], [14.94953, -5.76032, -11.55011], [13.94231, -4.95436, -12.28143], [14.61377, -4.17868, -13.25453], [13.97959, -3.33860, -14.08751], [12.76449, -3.15824, -14.11247], [15.01793, -2.55336, -14.86443], [15.27928, -3.23545, -15.96675], [14.48872, -1.36705, -15.32336], [16.11469, -2.28430, -14.12994], [15.32501, -6.59820, -12.13754], [14.37010, -6.08666, -10.68646], [15.72138, -5.05493, -11.24227], [13.56411, -4.25606, -11.53480], [13.21772, -5.52520, -12.86211]],
  "lumo_energy_ev": [-8.93, -10.06],
  "charge": 2,
  "homo_energy_ev": [-13.133, -13.120],
  "fmax_ev_per_a": 3.2,
  "spin_multiplicity": 2,
  "orbital_gap_ha": [0.1546, 0.1125],
  "e_tot_ha": -4381.8653
}

No. 5
{
  "formula": "C12H16F2N",
  "method": "wB97M-V/def2-TZVPD",
  "symbols": ["C", "C", "C", "C", "F", "C", "C", "C", "C", "F", "N", "C", "C", "C", "C", "H", "H", "H", "H", "H", "H", "H", "H", "H", "H", "H", "H", "H", "H", "H", "H"],
  "positions_angstrom": [[-2.46459, 0.06938, 1.74412], [-2.30631, 0.28816, 0.25721], [-3.55338, 1.10115, -0.30169], [-2.23659, -1.06016, -0.46275], [-3.36596, -1.61917, -0.57584], [-1.08506, -1.69563, -0.74844], [0.05568, -0.96304, -0.43104], [0.14563, 0.28903, 0.01083], [-1.04775, 1.24054, 0.12208], [-1.03390, 2.10694, -0.98369], [1.38492, -0.44723, -0.36460], [2.25922, -0.87056, 0.80524], [3.65929, -0.35076, 0.47521], [3.43260, 0.53160, -0.74480], [2.22419, -0.04941, -1.51248], [-2.71720, 0.97536, 2.33525], [-1.42842, -0.29009, 2.18532], [-3.16243, -0.77808, 1.90080], [-3.18959, 2.12734, -0.29215], [-4.57337, 0.97599, 0.15436], [-3.61674, 0.87539, -1.34338], [-1.01197, -2.66037, -1.26228], [-0.79466, 1.88316, 0.98181], [2.08321, -1.93063, 0.80701], [1.88473, -0.56295, 1.84462], [4.37514, -1.11938, 0.27416], [4.20090, 0.17701, 1.29904], [3.29829, 1.61383, -0.39852], [4.25198, 0.48853, -1.49877], [1.69767, 0.57788, -2.26730], [2.63444, -0.92385, -2.00935]],
  "lumo_energy_ev": -3.72,
  "relative_energy_kj_mol": 167.7,
  "charge": 1,
  "homo_energy_ev": -12.769,
  "fmax_ev_per_a": 4.6,
  "smiles": "CC1(C)C(F)=CC2=C([C@H]1F)[N+]21CCCC1",
  "orbital_gap_ha": 0.3327,
  "e_tot_ha": -720.9066
}

No. 6
{
  "formula": "C12H16F5HfN3O4S2SbSe4",
  "method": "wB97M-V/def2-TZVPD",
  "symbols": ["Hf", "N", "C", "C", "C", "N", "C", "C", "N", "C", "H", "H", "H", "H", "H", "H", "H", "H", "H", "H", "H", "H", "H", "H", "H", "H", "Se", "Sb", "Se", "Se", "Se", "F", "C", "C", "F", "C", "F", "C", "O", "C", "F", "C", "F", "O", "S", "O", "O", "S"],
  "positions_angstrom": [[-1.53659, -1.23678, -0.89861], [0.92919, 2.75578, 2.11878], [2.33653, 2.62401, 2.51062], [2.50404, 1.62703, 3.66353], [2.30166, 0.15314, 3.29960], [0.89550, -0.12998, 3.03236], [3.12026, -0.20366, 2.06185], [2.87814, 0.73891, 0.88919], [1.48199, 0.60100, 0.38576], [3.13633, 2.19094, 1.27941], [0.31840, 2.84762, 2.92001], [0.83248, 1.06668, 1.04853], [0.78715, 3.56287, 1.52088], [2.75308, 3.58072, 2.85419], [1.82348, 1.90009, 4.47684], [3.51706, 1.74261, 4.06074], [2.69957, -0.44545, 4.13222], [0.31665, 0.04328, 3.84413], [0.75135, -1.09383, 2.73954], [2.92028, -1.23811, 1.77236], [4.18427, -0.14332, 2.30716], [3.53807, 0.45623, 0.06783], [1.18646, -0.38320, 0.33560], [1.32928, 0.99965, -0.54449], [2.90794, 2.85702, 0.44242], [4.20537, 2.29315, 1.48313], [-2.23139, 2.85570, -3.39117], [-2.14093, 0.48597, -3.67298], [0.10133, -0.47045, -2.75228], [-3.74414, -0.56829, -1.86109], [-2.60411, -0.69444, -5.69084], [-3.86311, 5.16545, 1.09180], [-3.21958, 4.01116, 0.87928], [-1.98158, 4.00368, 0.26558], [-1.42366, 5.15413, -0.12580], [-1.32480, 2.80981, 0.05196], [-0.12655, 2.83700, -0.55581], [-1.86482, 1.58524, 0.44000], [-1.21106, 0.45185, 0.22535], [-3.10454, 1.62421, 1.07658], [-3.65110, 0.48729, 1.50944], [-3.77737, 2.81303, 1.28598], [-4.96251, 2.81090, 1.90338], [-1.08390, -4.73844, 1.06709], [-0.85842, -3.45922, 0.48324], [-1.13886, -3.37296, -1.01132], [-1.79008, -2.35081, 0.96729], [0.98604, -2.72188, 0.69706]],
  "lumo_energy_ev": 1.76,
  "charge": -1,
  "homo_energy_ev": -4.862,
  "fmax_ev_per_a": 0.5,
  "orbital_gap_ha": 0.2432,
  "e_tot_ha": -12122.1414
}

No. 7
{
  "formula": "C12H16IN",
  "method": "wB97M-V/def2-TZVPD",
  "symbols": ["C", "C", "C", "C", "C", "C", "C", "C", "C", "C", "C", "C", "N", "I", "H", "H", "H", "H", "H", "H", "H", "H", "H", "H", "H", "H", "H", "H", "H", "H"],
  "positions_angstrom": [[0.48736, -4.07564, -0.21594], [-0.36216, -3.24206, -0.85691], [1.52462, -3.53950, 0.58359], [-0.19591, -1.89260, -0.90646], [1.71604, -2.18652, 0.47608], [0.88906, -1.33013, -0.19067], [-0.06176, 2.60554, 0.04420], [-1.10540, 1.57939, -0.44934], [-0.03124, 1.14527, 0.45754], [0.78669, 3.39239, -1.02068], [-2.61951, 1.49409, -0.28309], [-0.18653, 0.62540, 1.83062], [1.23697, -0.01046, -0.52574], [3.11135, 0.69094, 0.03163], [0.43163, -5.16095, -0.22512], [-1.19516, -3.75493, -1.24564], [2.24224, -4.10975, 1.07959], [-1.08381, -1.28555, -1.29604], [2.63025, -1.74553, 1.04613], [-0.34920, 3.32794, 0.87750], [-0.74718, 1.17354, -1.50674], [0.26919, 4.12268, -1.43979], [1.08385, 2.71467, -1.76515], [1.73147, 3.78056, -0.47516], [-2.85237, 0.42175, -0.19955], [-3.27019, 1.91100, -1.07499], [-3.04777, 1.87272, 0.57344], [-0.86933, 1.25917, 2.34127], [0.62536, 0.51047, 2.44901], [-0.78857, -0.29389, 1.88644]],
  "lumo_energy_ev": 0.26,
  "relative_energy_kj_mol": 315.5,
  "homo_energy_ev": -7.873,
  "fmax_ev_per_a": 6.6,
  "orbital_gap_ha": 0.2988,
  "e_tot_ha": -819.1324
}

No. 8
{
  "formula": "C12H16IrN2S5",
  "method": "wB97M-V/def2-TZVPD",
  "symbols": ["Ir", "C", "C", "S", "C", "C", "S", "C", "C", "S", "H", "H", "H", "H", "H", "H", "H", "H", "H", "H", "H", "H", "S", "C", "C", "C", "C", "C", "N", "H", "H", "H", "H", "S", "C", "N"],
  "positions_angstrom": [[0.15830, -0.25420, 0.11460], [-0.55850, 1.35840, -3.00770], [-1.84310, 0.77060, -2.45560], [-2.18140, 0.95670, -0.66210], [-1.97070, 2.75880, -0.36430], [-1.05550, 3.04400, 0.80980], [0.64610, 2.38360, 0.70370], [1.26400, 3.14750, -0.84800], [1.92410, 2.16090, -1.79180], [0.97620, 0.66220, -2.26270], [-0.51740, 2.43960, -2.89700], [-0.50780, 1.12150, -4.07210], [-1.85830, -0.31170, -2.59370], [-2.69240, 1.20490, -2.98360], [-2.96190, 3.15250, -0.13630], [-1.62440, 3.22440, -1.28330], [-1.44810, 2.57890, 1.71360], [-0.97850, 4.11820, 0.97490], [2.00960, 3.88590, -0.55020], [0.42980, 3.66510, -1.31370], [2.81990, 1.74230, -1.33510], [2.20410, 2.66910, -2.71500], [2.41700, -0.65890, 1.17930], [1.46500, -0.58550, 2.62360], [1.96790, -0.81160, 3.90410], [1.10300, -0.69900, 4.97470], [-0.22570, -0.35400, 4.74560], [-0.64810, -0.16030, 3.44230], [0.17220, -0.28030, 2.40680], [3.00950, -1.06270, 4.03560], [1.44760, -0.87240, 5.98190], [-0.91640, -0.22880, 5.56230], [-1.67550, 0.09270, 3.21890], [-0.04850, -4.19150, -2.31270], [-0.28220, -2.91850, -1.41090], [-0.48300, -1.95760, -0.74990]],
  "lumo_energy_ev": [-2.33, -5.36],
  "charge": 1,
  "homo_energy_ev": [-10.539, -11.067],
  "fmax_ev_per_a": 2.1,
  "spin_multiplicity": 5,
  "orbital_gap_ha": [0.3017, 0.2098],
  "e_tot_ha": -2671.3632
}